100
Properties=species:S:1:pos:R:3:forces:R:3 method="wB97M-V/def2-TZVPD" lumo_ev="-7.515 / -7.475" e_tot_ev=-94577.6619 charge=+2 spin_multiplicity=3 relative_energy_kj_mol=24.6 s_squared=2.0443
Mo 0.1000 0.8591 0.2483 -0.4 0.8 0.0
S 1.3617 2.5908 -1.0563 -0.1 -0.1 0.0
S -2.7181 2.5774 -1.1558 0.4 -0.2 -0.2
S -0.8811 2.0821 2.5525 -0.3 -0.4 -0.1
P 2.5382 -0.1508 0.0450 -0.2 0.1 -0.2
O -3.2692 1.9948 -2.3326 -0.1 0.0 0.1
O -0.0885 1.7584 3.6895 0.0 0.1 0.0
O -1.2905 0.8160 1.7451 0.3 0.2 0.2
O -3.3270 2.3999 0.1226 -0.1 0.0 -0.1
O -0.2122 2.8563 1.4747 0.5 -0.5 -0.1
N -1.0788 2.0501 -1.0473 0.0 -0.1 0.3
C 3.7313 0.1880 -1.3836 0.1 0.0 0.1
C -2.4696 6.5299 -1.9523 0.0 0.0 0.0
C 1.7437 -4.6775 -0.0970 0.1 0.0 0.0
C -0.2929 -1.1700 -2.4315 0.1 -0.2 0.1
C -2.3512 2.8617 3.0500 0.0 0.2 0.1
C -2.4739 -1.6675 1.2044 0.0 0.0 0.0
C 3.1655 1.8907 1.8504 0.0 0.1 0.0
C -0.2507 3.0496 -1.2608 -0.1 0.2 -0.1
C -5.1268 -2.6105 0.2415 -0.1 -0.1 0.0
C 2.2400 -1.9357 0.0829 0.1 -0.1 0.0
C 0.9312 -2.3986 -0.0243 -0.1 0.0 0.0
C -4.6395 -1.1637 0.0719 0.1 0.0 0.1
C -0.9715 -1.0635 -1.0701 0.0 0.1 -0.1
C -1.1181 -1.8770 1.2638 0.0 0.1 0.0
C -0.8596 4.3468 -1.5322 0.2 -0.2 0.0
C 4.8887 -0.8276 -1.4016 0.0 0.0 0.0
C -0.7890 -2.4770 -3.0730 0.0 0.0 -0.1
C -0.5187 -0.0240 -3.4105 -0.1 0.1 0.0
C -3.1261 -1.1649 0.0740 0.0 0.0 -0.2
C -0.3174 -1.5573 0.1039 0.2 -0.3 -0.1
C 3.0039 0.0238 -2.7232 0.0 0.0 0.0
C -1.0768 -3.9397 2.7017 0.0 -0.1 0.0
C 4.5994 -0.1539 2.0213 0.0 0.0 0.1
C -3.0819 5.3074 -1.6791 0.2 0.0 0.0
C -2.3507 -0.8018 -1.0233 0.0 0.0 0.1
C 2.2078 -0.2511 2.6984 0.0 0.0 0.1
C 3.0393 -4.2242 0.1125 -0.1 0.0 0.0
C -5.2910 -0.5416 -1.1511 0.0 -0.1 -0.1
C 3.1943 0.3644 1.7061 0.1 0.0 -0.1
C -1.0846 6.6577 -2.0170 0.0 -0.1 0.0
C -0.5483 -2.5116 2.5219 0.0 0.1 0.0
C -0.8839 -1.6977 3.7776 0.1 -0.1 0.1
C 4.3984 1.5691 -1.2643 0.0 0.0 0.0
C -2.2392 4.2386 -1.4675 -0.3 0.2 0.0
C -0.2554 5.5624 -1.8070 -0.1 0.0 0.0
C 3.2840 -2.8665 0.1875 0.0 0.0 0.0
C 0.7039 -3.7699 -0.1506 0.0 0.0 0.0
H 2.3376 -1.3290 2.7812 0.0 0.0 0.0
H 0.5356 -2.5682 2.4177 0.0 0.0 0.0
H 2.3483 0.2072 3.6779 0.0 0.0 0.0
H 0.8211 5.6551 -1.8521 0.0 0.0 0.0
H 0.7808 -1.2799 -2.2601 -0.1 0.0 0.0
H -0.2971 -2.6194 -4.0352 0.0 0.0 0.0
H -0.6536 7.6239 -2.2371 0.0 0.0 0.0
H -4.7586 -3.0769 1.1543 0.0 0.0 0.0
H 5.0303 1.6881 -2.1456 0.0 0.0 0.0
H -2.0435 3.8166 3.4779 0.0 0.0 0.0
H 1.5431 -5.7357 -0.1929 0.0 0.0 0.0
H 4.8234 0.1219 3.0541 0.0 0.0 0.0
H 4.5591 -1.8329 -1.6489 0.0 0.0 0.0
H -4.9472 -0.6023 0.9619 0.0 0.0 0.0
H 4.6711 -1.2384 1.9608 0.0 0.0 0.0
H 2.1624 2.3147 1.7692 0.0 -0.1 0.0
H -4.8092 -3.2210 -0.6057 0.0 0.0 0.0
H -5.0815 -1.1236 -2.0517 0.0 0.0 0.0
H -0.7566 -4.6162 1.9120 0.0 0.0 0.0
H 5.0499 1.6302 -0.3945 0.0 -0.1 0.0
H -2.7913 2.2317 3.8200 0.0 0.0 0.0
H 5.4693 -0.8449 -0.4811 0.0 0.0 0.0
H -0.5576 -0.6621 3.7235 0.0 0.0 0.0
H -3.0771 -1.9435 2.0605 0.0 0.0 0.0
H -4.1574 5.2128 -1.6363 0.0 0.0 0.0
H 5.3712 0.2899 1.3955 0.0 0.0 0.0
H 3.5254 2.1424 2.8498 0.0 0.0 0.0
H -4.9781 0.4812 -1.3273 0.1 0.1 0.0
H -0.3984 -2.1549 4.6406 0.0 0.0 0.0
H -6.2152 -2.6292 0.2756 0.0 0.0 0.0
H -0.1853 0.9408 -3.0341 0.0 0.0 0.0
H -0.5822 -3.3517 -2.4594 0.0 0.0 0.0
H -1.8643 -2.4287 -3.2503 0.0 0.0 0.0
H 3.8585 -4.9238 0.1998 0.0 0.0 0.0
H -6.3724 -0.5396 -1.0206 0.0 0.0 0.0
H -0.3117 -4.1250 -0.2646 0.0 0.0 0.0
H 4.3007 -2.5399 0.3261 0.0 0.0 0.0
H -3.0872 7.4021 -2.1185 0.0 0.0 0.0
H -0.7159 -4.3414 3.6484 0.0 0.0 0.0
H 3.8065 2.3957 1.1329 0.0 0.0 0.0
H -1.9567 -1.7066 3.9748 0.0 0.0 0.0
H -2.1666 -3.9523 2.7360 0.0 0.0 0.0
H -3.0094 2.9992 2.1982 0.0 0.0 0.0
H 2.7229 -1.0175 -2.8880 0.0 0.0 0.0
H 3.7299 2.4240 -1.2435 0.0 -0.1 0.0
H 2.1213 0.6469 -2.8362 0.0 0.1 0.0
H 0.0400 -0.2303 -4.3234 0.0 0.0 0.0
H -2.8337 -0.4279 -1.9157 0.0 0.0 0.0
H 3.7054 0.2948 -3.5138 0.0 0.0 0.0
H -1.5691 0.0695 -3.6900 0.0 0.0 0.0
H 1.1523 -0.0706 2.4402 0.0 0.0 0.0
H 5.5620 -0.5068 -2.1979 0.0 0.0 0.0